Formula: C35H64Cl2CuNO13S3
Source: OMol25
Level of theory: ωB97M-V with the def2-TZVPD basis set

```
119
Properties=species:S:1:pos:R:3:mulliken_charge:R:1
Cu -12.0340 7.5957 5.8055 0.2913
C -12.2829 3.1337 2.2820 -1.6553
C -10.9957 2.4027 1.9104 1.3271
C -11.1882 2.2147 0.3602 -1.2524
C -10.0962 1.5692 -0.4114 -0.7091
C -8.7224 2.2794 -0.0402 -1.2073
C -8.4310 2.5419 1.5438 1.6392
N -9.6833 3.0632 2.1802 0.4188
O -9.4488 3.7185 3.4838 -0.6406
C -7.2897 3.5573 1.5144 -1.6334
C -7.8988 1.2163 2.0663 -1.8943
C -11.1306 0.9723 2.5994 -1.5650
H -13.2575 2.6614 2.1581 0.3453
H -12.4165 4.0618 1.7264 0.4181
H -12.2343 3.3412 3.3510 0.3918
H -11.2042 3.2605 0.0533 0.4058
H -12.1418 1.8953 -0.0603 0.4399
H -10.2465 1.8797 -1.4453 0.3918
H -10.0069 0.4877 -0.3080 0.2965
H -8.6688 3.2513 -0.5309 0.5159
H -8.0260 1.6029 -0.5357 0.2917
H -6.7141 3.2780 0.6320 0.4414
H -6.7585 3.6465 2.4620 0.3181
H -7.6191 4.5521 1.2145 0.3811
H -6.9246 0.9177 1.6792 0.4102
H -8.4423 0.3207 1.7655 0.3517
H -7.9463 1.1518 3.1534 0.4236
H -11.9234 0.4332 2.0809 0.3901
H -11.1771 1.1854 3.6674 0.3770
H -10.3170 0.2611 2.4568 0.3059
C -18.8206 3.3476 -1.3089 -0.7027
C -18.6907 1.9652 -1.9914 -0.5306
C -19.3064 2.1175 -3.3575 -0.6714
S -18.6385 3.7201 -3.9620 1.0201
O -19.8454 4.4034 -4.4099 -0.6330
O -17.4266 3.5611 -4.8432 -0.6294
C -18.1809 4.2709 -2.3010 -0.6178
H -18.3248 3.4448 -0.3431 0.3387
H -19.8389 3.7242 -1.2115 0.3144
H -19.2649 1.3109 -1.3354 0.2970
H -17.6435 1.6655 -2.0326 0.3315
H -20.3705 2.3441 -3.2913 0.3388
H -19.1550 1.3769 -4.1428 0.4072
H -18.3790 5.3385 -2.2049 0.3881
H -17.1792 4.0652 -1.9238 0.3491
C -10.4615 -3.0378 -6.6406 -0.5749
C -11.1872 -2.5040 -7.9024 -0.5684
C -12.7047 -2.4996 -7.5487 -0.7032
S -12.9410 -4.1511 -6.7359 1.0085
O -12.7766 -5.1715 -7.7502 -0.6066
O -14.0777 -4.1860 -5.7771 -0.6421
C -11.3110 -4.0428 -5.8209 -0.6033
H -10.2348 -2.2145 -5.9631 0.3072
H -9.5713 -3.6429 -6.8119 0.2706
H -11.0014 -3.2430 -8.6818 0.3171
H -10.8070 -1.4983 -8.0818 0.3314
H -13.4112 -2.3271 -8.3606 0.4178
H -13.0251 -1.7359 -6.8400 0.3359
H -10.9353 -5.0498 -5.6397 0.4056
H -11.4419 -3.6266 -4.8220 0.3043
C -9.3892 9.4863 -1.5437 -0.5837
C -9.3506 10.8420 -0.8161 -0.6108
C -10.7976 11.1356 -0.3309 -0.6959
S -11.7943 9.6117 -0.2970 1.0975
O -12.8914 9.7582 -1.2868 -0.6769
O -12.0867 9.2131 1.0889 -0.6316
C -10.5333 8.5699 -1.0928 -0.6144
H -8.4603 8.9238 -1.4506 0.3520
H -9.6131 9.6165 -2.6025 0.2686
H -8.9315 11.6617 -1.3997 0.3237
H -8.6307 10.8251 0.0022 0.2995
H -11.3869 11.7588 -1.0036 0.3481
H -10.8500 11.7140 0.5914 0.4134
H -11.0612 8.0838 -1.9133 0.3718
H -10.1829 7.9047 -0.3036 0.3272
O -17.6592 9.3222 4.6176 -0.5979
C -18.8632 9.1320 4.3793 0.4811
O -19.7952 10.0294 4.8183 -0.3205
C -21.0502 9.5578 4.2836 -0.3763
C -20.8175 8.3280 3.4606 -0.4800
C -19.4662 7.7849 3.8742 -0.3386
H -21.5567 10.2955 3.6613 0.2868
H -21.6926 9.3256 5.1330 0.2644
H -20.9975 8.5825 2.4161 0.2734
H -21.5336 7.5214 3.6172 0.2947
H -18.7813 7.4054 3.1160 0.2589
H -19.5340 7.0714 4.6955 0.2513
O -4.0758 2.1154 6.8818 -0.5508
C -3.2124 1.4325 6.3640 0.4173
O -2.1537 1.9488 5.5782 -0.3443
C -1.4965 0.9339 4.9109 -0.2987
C -1.9699 -0.3614 5.4518 -0.4689
C -2.8551 -0.0431 6.6221 -0.3418
H -0.4155 1.0054 5.0307 0.2785
H -1.6681 0.9486 3.8346 0.2286
H -1.1882 -1.0105 5.8463 0.2508
H -2.4918 -0.9649 4.7092 0.2930
H -2.2764 0.1258 7.5302 0.2226
H -3.7208 -0.6978 6.7221 0.3135
O -3.8707 -0.6693 -4.6697 -0.5474
C -2.6777 -0.5660 -4.5682 0.5338
O -1.7847 -0.3376 -5.6241 -0.3509
C -0.4466 -0.3307 -5.0814 -0.3720
C -0.7306 0.3375 -3.7349 -0.4577
C -1.8953 -0.4583 -3.2341 -0.4354
H 0.2965 0.1013 -5.7516 0.2868
H -0.2180 -1.3945 -5.0183 0.2383
H -0.8894 1.3933 -3.9541 0.2554
H 0.0479 0.3311 -2.9721 0.3171
H -2.4340 0.0908 -2.4619 0.2666
H -1.7210 -1.4492 -2.8149 0.2651
Cl -2.0457 8.5775 1.4515 -0.1984
C -2.2068 9.2243 -0.2100 -0.4443
C -0.8337 9.4655 -0.9759 -0.4273
Cl -1.2463 10.0573 -2.6355 -0.1869
H -2.5650 10.2377 -0.0287 0.2925
H -2.8357 8.4847 -0.7057 0.3323
H -0.1873 8.5896 -1.0316 0.3238
H -0.2379 10.1874 -0.4174 0.3081
```

Formula: C35H65BBr20ClN4O4P2S
Source: OMol25
Level of theory: ωB97M-V with the def2-TZVPD basis set

Results
total charge	+1

```
133
Properties=species:S:1:pos:R:3:mulliken_charge:R:1
C -9.6251 -2.2542 4.3688 0.3750
C -8.5754 -2.0144 3.9192 -1.7087
C -7.3514 -1.6533 3.1867 1.2448
C -7.3144 -2.4748 1.8747 -1.2290
C -6.9437 -1.6922 0.6030 -1.3495
C -5.6655 -0.8058 0.6430 0.0118
B -4.3785 -1.3358 1.4863 0.7105
C -4.1557 -2.8064 2.0121 -1.0685
O -3.3598 -0.4623 1.7131 -0.0503
N -5.1226 -0.9414 -0.7649 0.2460
N -4.0096 -1.7752 -0.9685 -0.4558
C -2.8599 -1.1521 -1.6298 0.2735
C -1.7686 -2.2234 -1.8186 -0.8276
C -0.4439 -1.4623 -2.0122 -0.6478
C 0.1574 -0.9053 -0.7225 -0.6024
C -5.2227 0.3437 -1.3053 -2.0167
N -5.6125 0.4625 -2.5344 0.3974
C -5.8709 1.7729 -3.1313 -0.3636
C -5.0789 1.8872 -4.4346 0.1477
O -4.1445 2.5302 -4.6363 -0.3236
Br -5.8118 0.8067 -5.9174 -0.1819
N -4.9649 1.2145 -0.2818 0.9782
C -4.2710 2.4985 -0.2797 -0.2355
C -3.4047 2.9327 -1.4560 -0.1428
O -3.7169 3.8638 -2.0656 -0.3953
Br -1.7288 2.0984 -1.9647 -0.1005
C -5.8695 0.7795 0.7724 0.4170
P -5.8252 1.5535 2.4608 0.4159
S -5.5024 3.4773 2.5389 -0.2719
P -7.5509 1.4089 0.0121 0.5918
O -7.5250 3.0275 0.0322 -0.4693
Cl -9.0976 0.8582 1.2936 -0.2073
H -10.6359 -2.2278 4.6627 0.4719
H -6.5185 -1.8440 3.8578 0.3345
H -7.4873 -0.6092 2.9237 -0.7264
H -6.7118 -3.3687 2.0066 0.5011
H -8.3218 -2.8539 1.7206 0.6576
H -7.8409 -1.1734 0.2683 0.5026
H -6.7601 -2.4467 -0.1569 0.3894
H -4.7540 -2.9491 2.9189 0.3180
H -3.1120 -2.9956 2.2592 0.4623
H -4.5086 -3.5629 1.3142 0.2747
H -2.8039 -0.8649 2.4027 -0.2368
H -4.3061 -2.5613 -1.5398 0.3667
H -3.0717 -0.6840 -2.5955 0.2278
H -2.4386 -0.4631 -0.9021 -0.2625
H -1.6690 -2.7640 -0.8785 0.3718
H -2.0085 -2.8712 -2.6583 0.3754
H 0.3100 -2.1032 -2.4675 0.3806
H -0.6295 -0.6154 -2.6784 0.2350
H 0.2288 -1.6285 0.0846 0.3190
H 1.1328 -0.4756 -0.9208 0.5555
H -0.4438 -0.0750 -0.3310 -0.1503
H -5.7776 -0.3764 -3.0738 0.4789
H -6.9233 1.7574 -3.4271 0.6138
H -5.7729 2.6140 -2.4568 0.2593
H -3.6356 2.5408 0.6060 0.2306
H -4.9857 3.3075 -0.1239 0.4004
H -7.0566 1.3338 3.1118 0.1403
H -4.8742 0.9220 3.2941 -0.0030
H -7.9028 3.3598 0.8636 0.2573
Br 2.4676 -4.8243 -1.8526 -0.1235
C 3.6298 -3.2640 -1.9591 0.2510
C 4.2581 -2.9608 -0.6266 -0.4424
Br 2.9768 -2.1138 0.5756 0.0341
H 3.0283 -2.4473 -2.3452 0.2828
H 4.3901 -3.5238 -2.6894 -0.4856
H 5.0648 -2.2426 -0.7410 0.2163
H 4.6333 -3.8431 -0.1183 0.4225
Br -0.6168 -0.7473 3.8087 -0.1933
C 0.1803 0.7297 2.8217 -0.1111
C 1.5238 0.3346 2.2786 -0.2127
Br 2.8634 0.3307 3.6851 -0.1314
H 0.2222 1.5793 3.4944 0.5535
H -0.5157 0.9447 2.0132 -0.1340
H 1.8728 1.0613 1.5454 0.4905
H 1.5264 -0.6555 1.8317 -0.4608
Br -2.0125 4.5354 1.6815 -0.0440
C -1.6298 6.1424 0.6454 -0.6321
C -0.2608 6.0795 0.0258 -0.5498
Br 1.1271 6.4133 1.3454 -0.1301
H -1.7573 6.9854 1.3164 0.4596
H -2.3978 6.1767 -0.1255 0.3018
H -0.1448 6.8625 -0.7205 0.3970
H -0.0432 5.1161 -0.4257 0.2645
Br 5.7723 2.0131 1.3577 -0.1377
C 6.3563 2.6931 3.0851 -0.5313
C 7.7074 2.1510 3.4592 -0.1269
Br 7.5900 0.3033 4.0603 -0.1044
H 5.5799 2.4401 3.8013 0.3092
H 6.3986 3.7742 2.9671 0.3911
H 8.1198 2.7010 4.3032 0.3997
H 8.4187 2.1661 2.6402 -0.1635
Br 11.4566 -2.7436 4.4173 -0.1293
C 10.7473 -2.7851 6.2308 -0.5933
C 9.6454 -1.7769 6.4137 -0.4840
Br 10.3484 0.0270 6.5805 -0.1055
H 11.5850 -2.6257 6.9015 0.3861
H 10.3655 -3.7952 6.3637 0.3457
H 9.1101 -1.9612 7.3429 0.3474
H 8.9407 -1.7657 5.5883 0.1960
Br -10.7442 3.8320 0.5109 -0.1175
C -12.0772 3.5347 -0.8747 -0.5732
C -12.2465 2.0673 -1.1591 -0.5893
Br -10.7668 1.3727 -2.2222 -0.1286
H -11.7635 4.1042 -1.7433 0.3762
H -12.9988 3.9576 -0.4811 0.3543
H -13.1363 1.8954 -1.7607 0.3624
H -12.2978 1.4633 -0.2589 0.3489
Br 5.7403 -2.6049 -6.1178 -0.1248
C 7.2706 -3.5525 -5.3753 -0.3006
C 7.0345 -3.9167 -3.9341 -0.6751
Br 7.2346 -2.3760 -2.7505 -0.0381
H 8.1396 -2.9173 -5.5233 0.0219
H 7.3757 -4.4501 -5.9807 0.3882
H 7.7799 -4.6323 -3.5938 0.4504
H 6.0424 -4.3198 -3.7595 0.3264
Br 9.1196 -0.6127 -7.6667 -0.1269
C 9.6995 0.0608 -5.9366 -0.4607
C 11.1496 -0.2543 -5.6878 -0.5483
Br 11.3936 -2.1263 -5.2069 -0.1576
H 9.0371 -0.3672 -5.1897 0.1825
H 9.5425 1.1364 -5.9811 0.3832
H 11.5224 0.3108 -4.8366 0.3166
H 11.7794 -0.0641 -6.5506 0.3964
Br 11.1191 -0.9986 -1.5368 -0.1258
C 10.4002 -0.9800 0.2704 -0.6199
C 9.3218 0.0553 0.4218 -0.1459
Br 10.0651 1.8513 0.5519 -0.1665
H 11.2375 -0.8234 0.9427 0.4166
H 9.9943 -1.9774 0.4262 0.3716
H 8.7790 -0.0967 1.3537 0.0408
H 8.6193 0.0652 -0.4052 0.2330
```

One value per record, in order, for orbital gap: 2.5 7.6 eV.
One value per record, in order, for calculated total energy: -167618.14870 -1494954.27636 eV.
One value per record, in order, for max |F|: 0.0983 0.0744 Eh/bohr.